C78H201N11O32 | ωB97M-V/def2-TZVPD

Positions of all 322 atoms, in Å:
C (-1.999, 4.100, -0.080)
O (-0.637, 4.102, 0.170)
C (-0.199, 2.841, 0.599)
C (1.323, 3.032, 0.675)
N (1.960, 2.959, -0.695)
C (3.428, 3.198, -0.585)
C (3.914, 4.535, 0.119)
O (4.011, 4.473, 1.574)
C (4.570, 5.637, 2.241)
H (-2.194, 3.532, -0.990)
H (-2.444, 5.088, -0.203)
H (-2.546, 3.616, 0.729)
H (-0.586, 2.009, 0.011)
H (-0.530, 2.701, 1.628)
H (1.728, 2.273, 1.343)
H (1.480, 3.984, 1.182)
H (1.803, 1.982, -0.893)
H (3.889, 3.155, -1.571)
H (3.874, 2.359, -0.051)
H (3.314, 5.421, -0.091)
H (4.950, 4.687, -0.184)
H (4.249, 5.574, 3.281)
H (4.235, 6.612, 1.887)
H (5.659, 5.619, 2.272)
C (-10.011, -2.809, 2.491)
O (-8.925, -2.327, 1.618)
C (-9.352, -1.394, 0.618)
C (-8.060, -0.872, 0.003)
N (-7.415, -1.939, -0.712)
C (-6.015, -1.524, -1.096)
C (-5.307, -2.798, -1.618)
O (-5.414, -3.810, -0.593)
C (-4.405, -4.737, -0.642)
H (-9.633, -3.220, 3.427)
H (-10.663, -3.568, 2.060)
H (-10.660, -2.033, 2.898)
H (-10.046, -0.659, 1.026)
H (-9.968, -1.999, -0.048)
H (-7.391, -0.460, 0.759)
H (-8.313, -0.130, -0.754)
H (-7.267, -2.733, -0.106)
H (-5.490, -1.193, -0.200)
H (-6.123, -0.817, -1.918)
H (-4.277, -2.543, -1.869)
H (-5.845, -3.148, -2.499)
H (-4.776, -5.636, -0.150)
H (-3.501, -4.392, -0.141)
H (-4.173, -5.052, -1.659)
C (5.170, -4.454, -0.899)
O (5.428, -4.946, -2.168)
C (6.571, -4.403, -2.868)
C (6.315, -3.005, -3.356)
N (5.090, -3.042, -4.204)
C (4.659, -1.810, -4.796)
C (3.533, -1.977, -5.872)
O (2.443, -2.519, -5.224)
C (1.220, -2.498, -5.986)
H (5.077, -3.368, -0.901)
H (5.892, -4.854, -0.188)
H (4.171, -4.845, -0.706)
H (6.857, -4.971, -3.752)
H (7.440, -4.509, -2.218)
H (7.098, -2.671, -4.037)
H (6.285, -2.269, -2.552)
H (4.379, -3.497, -3.650)
H (5.475, -1.318, -5.327)
H (4.278, -1.124, -4.039)
H (3.891, -2.604, -6.689)
H (3.340, -0.969, -6.241)
H (0.435, -2.829, -5.306)
H (1.294, -3.144, -6.861)
H (0.959, -1.499, -6.336)
C (-2.532, 0.338, -1.786)
O (-1.261, -0.173, -1.796)
C (-0.455, 0.522, -2.696)
C (1.017, -0.060, -2.785)
N (1.782, 0.174, -1.549)
C (3.006, -0.632, -1.523)
C (3.452, -0.634, -0.026)
O (2.409, -1.194, 0.816)
C (2.901, -1.420, 2.092)
H (-3.175, -0.146, -1.051)
H (-3.002, 0.362, -2.769)
H (-2.618, 1.385, -1.494)
H (-0.296, 1.567, -2.430)
H (-0.853, 0.529, -3.711)
H (1.435, 0.402, -3.680)
H (0.975, -1.127, -3.004)
H (1.163, -0.062, -0.786)
H (3.719, 0.014, -2.035)
H (2.987, -1.681, -1.821)
H (3.689, 0.321, 0.443)
H (4.393, -1.179, 0.049)
H (2.165, -1.975, 2.675)
H (3.219, -0.522, 2.621)
H (3.784, -2.056, 2.024)
C (6.148, 2.901, 3.940)
O (6.954, 2.183, 3.065)
C (6.460, 2.415, 1.749)
C (7.204, 1.456, 0.783)
N (6.835, 0.026, 1.020)
C (7.591, -0.873, 0.191)
C (8.911, -1.223, 0.876)
O (8.733, -2.019, 2.000)
C (10.031, -2.388, 2.526)
H (6.513, 2.746, 4.955)
H (5.159, 2.443, 3.977)
H (6.141, 3.990, 3.907)
H (6.653, 3.458, 1.496)
H (5.379, 2.274, 1.742)
H (8.261, 1.595, 1.010)
H (7.039, 1.751, -0.253)
H (6.983, -0.308, 1.961)
H (7.799, -0.492, -0.808)
H (7.080, -1.810, -0.035)
H (9.455, -0.323, 1.162)
H (9.421, -1.740, 0.063)
H (10.571, -3.013, 1.815)
H (9.891, -3.052, 3.378)
H (10.647, -1.542, 2.832)
C (-4.943, 1.269, 1.511)
O (-5.164, 2.204, 2.608)
C (-5.339, 3.536, 2.101)
C (-5.099, 4.408, 3.265)
N (-6.090, 4.225, 4.330)
C (-5.634, 4.620, 5.643)
C (-6.505, 3.986, 6.724)
O (-6.080, 4.257, 8.035)
C (-4.972, 3.503, 8.490)
H (-4.922, 0.226, 1.828)
H (-3.977, 1.476, 1.051)
H (-5.709, 1.379, 0.744)
H (-6.397, 3.672, 1.876)
H (-4.702, 3.721, 1.236)
H (-5.182, 5.469, 3.031)
H (-4.098, 4.269, 3.673)
H (-6.414, 3.280, 4.483)
H (-5.758, 5.701, 5.712)
H (-4.589, 4.415, 5.874)
H (-6.556, 2.912, 6.544)
H (-7.544, 4.311, 6.664)
H (-4.729, 3.921, 9.467)
H (-4.073, 3.696, 7.904)
H (-5.217, 2.445, 8.581)
C (-5.104, 5.329, -3.314)
O (-5.244, 3.919, -3.357)
C (-5.339, 3.326, -2.050)
C (-6.821, 3.548, -1.445)
N (-7.668, 2.413, -1.839)
C (-9.099, 2.721, -1.600)
C (-9.441, 3.215, -0.154)
O (-9.178, 4.591, 0.007)
C (-9.258, 4.932, 1.360)
H (-4.814, 5.606, -4.327)
H (-4.342, 5.591, -2.580)
H (-6.040, 5.836, -3.080)
H (-4.556, 3.721, -1.402)
H (-5.114, 2.263, -2.138)
H (-7.220, 4.521, -1.729)
H (-6.728, 3.477, -0.361)
H (-7.360, 2.092, -2.746)
H (-9.614, 1.787, -1.820)
H (-9.376, 3.350, -2.446)
H (-8.927, 2.532, 0.522)
H (-10.519, 3.089, -0.054)
H (-8.501, 4.493, 2.010)
H (-10.288, 4.742, 1.660)
H (-9.240, 6.020, 1.423)
C (-0.032, -2.967, -0.835)
O (-0.507, -4.192, -0.493)
C (0.004, -4.699, 0.678)
C (-1.145, -5.203, 1.640)
N (-1.725, -4.004, 2.237)
C (-2.848, -4.378, 3.071)
C (-3.694, -3.149, 3.696)
O (-4.406, -2.478, 2.638)
C (-5.551, -3.198, 2.373)
H (-0.328, -2.161, -0.163)
H (-0.556, -2.692, -1.751)
H (1.039, -3.008, -1.029)
H (0.640, -3.977, 1.190)
H (0.628, -5.545, 0.391)
H (-0.664, -5.809, 2.407)
H (-1.913, -5.767, 1.111)
H (-1.992, -3.342, 1.523)
H (-2.454, -4.923, 3.929)
H (-3.510, -5.137, 2.654)
H (-2.962, -2.410, 4.022)
H (-4.337, -3.334, 4.557)
H (-6.137, -2.664, 1.626)
H (-6.163, -3.431, 3.244)
H (-5.380, -4.216, 2.022)
C (3.675, -4.862, 3.108)
O (3.507, -6.297, 2.994)
C (2.214, -6.877, 3.317)
C (2.337, -8.299, 3.732)
N (1.081, -8.829, 4.269)
C (1.187, -10.233, 4.764)
C (-0.173, -10.661, 5.389)
O (-0.973, -11.335, 4.372)
C (-2.308, -11.531, 4.771)
H (3.678, -4.422, 4.106)
H (2.912, -4.360, 2.513)
H (4.627, -4.568, 2.667)
H (1.651, -6.837, 2.385)
H (1.688, -6.250, 4.037)
H (3.070, -8.442, 4.526)
H (2.670, -8.853, 2.855)
H (0.964, -8.309, 5.127)
H (1.951, -10.374, 5.528)
H (1.522, -10.870, 3.946)
H (-0.729, -9.779, 5.707)
H (-0.091, -11.374, 6.209)
H (-2.746, -12.278, 4.108)
H (-2.851, -10.598, 4.615)
H (-2.394, -11.736, 5.838)
C (2.482, -0.754, -9.158)
O (3.515, -0.008, -8.636)
C (4.739, -0.347, -9.301)
C (5.956, 0.444, -8.728)
N (6.199, 0.036, -7.376)
C (7.290, 0.818, -6.719)
C (7.249, 0.550, -5.194)
O (6.191, 1.253, -4.563)
C (6.253, 1.167, -3.115)
H (2.597, -1.836, -9.105)
H (2.269, -0.505, -10.197)
H (1.572, -0.499, -8.614)
H (4.607, 0.002, -10.325)
H (4.947, -1.415, -9.250)
H (5.744, 1.513, -8.768)
H (6.818, 0.312, -9.381)
H (5.308, 0.290, -6.973)
H (7.223, 1.881, -6.950)
H (8.284, 0.522, -7.053)
H (8.191, 0.917, -4.787)
H (7.299, -0.485, -4.856)
H (6.096, 0.115, -2.877)
H (5.494, 1.755, -2.601)
H (7.200, 1.356, -2.608)
C (2.099, 4.354, 4.305)
O (0.792, 3.833, 4.345)
C (-0.067, 4.286, 5.387)
C (-1.469, 3.623, 5.290)
N (-1.308, 2.213, 5.579)
C (-2.397, 1.378, 5.154)
C (-2.318, 1.008, 3.698)
O (-1.075, 0.417, 3.508)
C (-0.883, -0.271, 2.272)
H (2.114, 5.438, 4.192)
H (2.572, 3.869, 3.450)
H (2.751, 4.202, 5.165)
H (-0.275, 5.349, 5.261)
H (0.396, 4.214, 6.371)
H (-1.798, 3.838, 4.273)
H (-2.149, 4.130, 5.975)
H (-0.578, 1.864, 4.974)
H (-3.385, 1.762, 5.411)
H (-2.324, 0.506, 5.803)
H (-2.666, 1.826, 3.067)
H (-3.119, 0.281, 3.563)
H (-1.309, -1.270, 2.361)
H (0.199, -0.346, 2.161)
H (-1.321, 0.198, 1.391)
C (6.303, -0.651, 4.241)
C (6.274, -2.176, 4.028)
O (6.262, -2.636, 2.752)
O (7.589, -0.049, 4.222)
H (5.849, -0.523, 5.223)
H (5.778, -0.168, 3.417)
H (5.367, -2.535, 4.515)
H (7.088, -2.750, 4.470)
H (7.173, -2.518, 2.475)
H (7.497, 0.825, 3.836)
C (2.169, 2.905, -5.897)
C (3.481, 3.141, -5.149)
O (3.538, 4.495, -4.595)
O (1.165, 2.685, -4.979)
H (2.182, 1.965, -6.448)
H (2.016, 3.666, -6.661)
H (4.353, 3.104, -5.802)
H (3.604, 2.406, -4.354)
H (2.776, 4.589, -4.018)
H (1.186, 3.407, -4.347)
C (-2.268, 2.847, -4.933)
C (-2.352, 3.656, -6.257)
O (-3.179, 4.791, -5.950)
O (-3.571, 2.361, -4.603)
H (-1.870, 3.421, -4.097)
H (-1.585, 2.001, -5.013)
H (-2.822, 3.020, -7.006)
H (-1.354, 3.941, -6.589)
H (-3.134, 5.455, -6.643)
H (-4.035, 3.177, -4.405)
C (-5.178, -0.862, -4.967)
C (-6.621, -0.413, -4.902)
O (-6.498, 0.938, -4.347)
O (-4.352, -0.074, -5.821)
H (-5.125, -1.874, -5.368)
H (-4.664, -1.005, -4.017)
H (-7.201, -1.033, -4.218)
H (-7.063, -0.421, -5.899)
H (-5.652, 1.309, -4.610)
H (-3.970, 0.640, -5.304)
C (2.196, 0.693, 5.397)
C (1.519, -0.564, 5.884)
O (2.247, -1.680, 5.395)
H (1.709, 1.615, 5.716)
H (2.259, 0.702, 4.309)
H (3.209, 0.542, 5.770)
H (0.488, -0.712, 5.561)
H (1.622, -0.420, 6.959)
H (1.597, -2.276, 5.016)
C (0.190, 6.226, -4.098)
C (0.308, 5.467, -2.749)
O (1.287, 4.453, -2.983)
H (1.133, 6.746, -4.263)
H (-0.725, 6.818, -4.084)
H (0.240, 5.429, -4.840)
H (-0.624, 4.952, -2.517)
H (0.540, 6.066, -1.869)
H (1.368, 3.972, -2.157)

Computed properties:
Maximum force   3.6 eV Å⁻¹
E_LUMO   0.479 eV
Total charge   0

Atomic partial charges in e from the Mulliken method, atoms 1 to 99: 0.039, -0.720, 2.231, -1.841, 1.232, 1.046, -2.014, 0.608, -1.140, -0.465, 0.597, -0.107, -0.524, -0.449, 0.089, 0.738, -0.724, 0.007, -0.693, 0.626, 0.634, 0.267, 0.298, 0.377, -0.927, -0.225, -1.091, 0.808, -0.611, 1.420, -0.986, -0.304, -1.072, 0.267, 0.348, 0.335, 0.505, 0.417, -0.190, -0.047, 0.512, -0.899, -0.066, 0.479, 0.287, 0.341, 0.352, 0.478, -0.148, -0.468, -1.027, 0.279, -0.222, 1.267, -0.633, -0.237, -0.740, -0.135, 0.345, 0.248, 0.404, 0.371, 0.332, -0.321, 0.324, 0.081, -0.807, 0.392, -0.051, 0.281, 0.340, 0.173, 0.599, 0.621, -0.039, -1.703, 1.041, 0.181, 0.025, 1.010, -0.403, 0.118, 0.029, -0.567, -0.212, 0.240, 0.211, 0.346, -0.150, -0.681, 0.404, -0.480, -0.225, 0.161, -0.559, 0.122, -0.771, -0.583, -0.033

C33H68BN3O15P2 | ωB97M-V/def2-TZVPD

Positions of all 122 atoms, in Å:
H (-8.663, -0.747, -1.421)
N (-8.415, -0.532, -2.388)
C (-7.283, -1.034, -2.626)
N (-6.588, -1.738, -1.578)
N (-6.717, -0.875, -3.937)
C (-5.225, -0.756, -3.863)
C (-4.620, -0.417, -5.239)
C (-3.057, -0.368, -5.245)
C (-2.627, 0.826, -4.334)
C (-1.106, 0.957, -4.149)
C (-0.413, -0.365, -3.626)
C (-1.296, -1.224, -2.634)
C (-0.375, -1.804, -1.483)
C (0.185, -3.230, -1.786)
C (1.480, -3.101, -2.640)
C (2.622, -2.379, -1.857)
O (3.132, -1.273, -2.632)
C (3.408, -0.196, -1.847)
O (2.530, 0.484, -1.424)
C (4.850, 0.186, -1.515)
C (5.618, -0.570, -0.666)
O (-0.523, 1.067, -5.493)
C (0.817, 1.352, -5.272)
O (1.708, 1.047, -5.939)
O (0.851, 2.084, -4.087)
C (-0.519, 2.308, -3.613)
C (-0.890, 3.615, -4.380)
O (-2.267, 3.964, -4.355)
C (-2.629, 4.796, -3.256)
B (-0.349, 2.424, -1.996)
O (-0.674, 1.334, -1.150)
C (0.146, 3.736, -1.240)
C (-1.045, 4.169, -0.276)
H (-6.029, -1.113, -1.007)
H (-6.040, -2.508, -1.951)
H (-7.009, 0.075, -4.182)
H (-5.014, 0.007, -3.082)
H (-4.793, -1.704, -3.484)
H (-4.963, 0.608, -5.510)
H (-5.013, -1.077, -6.037)
H (-2.645, -0.231, -6.261)
H (-2.708, -1.347, -4.872)
H (-3.090, 1.726, -4.787)
H (-3.066, 0.760, -3.318)
H (-0.224, -1.010, -4.506)
H (0.531, -0.149, -3.093)
H (-2.059, -0.632, -2.102)
H (-1.709, -2.094, -3.173)
H (0.395, -1.076, -1.172)
H (-1.055, -1.906, -0.605)
H (-0.576, -3.802, -2.354)
H (0.413, -3.712, -0.816)
H (1.802, -4.089, -3.026)
H (1.272, -2.494, -3.545)
H (3.463, -3.070, -1.637)
H (2.197, -2.059, -0.885)
H (5.349, 1.068, -1.954)
H (6.546, -0.995, -1.090)
H (5.343, -0.783, 0.379)
H (-0.248, 4.431, -3.982)
H (-0.610, 3.534, -5.450)
H (-3.373, 5.541, -3.601)
H (-3.180, 4.158, -2.525)
H (-1.776, 5.275, -2.747)
H (-1.644, 1.369, -1.077)
H (0.986, 3.494, -0.554)
H (0.475, 4.548, -1.911)
H (-1.264, 5.247, -0.331)
H (-0.872, 3.824, 0.757)
H (-1.963, 3.635, -0.609)
C (-3.591, 0.062, 5.822)
C (-3.676, 1.551, 5.544)
O (-2.458, 2.209, 5.888)
P (-1.204, 2.156, 4.834)
O (-1.675, 3.057, 3.730)
O (-0.217, 3.240, 5.603)
C (0.477, 4.241, 4.859)
C (-0.168, 5.593, 5.084)
O (-0.477, 0.925, 5.681)
C (0.951, 0.781, 5.582)
C (1.566, 1.072, 6.932)
H (-2.874, -0.419, 5.152)
H (-4.563, -0.414, 5.680)
H (-3.251, -0.123, 6.842)
H (-3.928, 1.741, 4.496)
H (-4.459, 1.995, 6.160)
H (0.516, 3.994, 3.797)
H (1.509, 4.261, 5.222)
H (-1.220, 5.579, 4.800)
H (0.341, 6.369, 4.509)
H (-0.129, 5.858, 6.142)
H (1.361, 1.432, 4.807)
H (1.157, -0.252, 5.292)
H (1.375, 2.100, 7.240)
H (2.645, 0.910, 6.909)
H (1.128, 0.428, 7.697)
C (2.147, -0.460, 0.743)
C (1.502, -1.715, 1.305)
O (2.427, -2.799, 1.345)
P (3.509, -2.892, 2.589)
O (2.526, -3.299, 3.657)
O (4.102, -4.401, 2.259)
C (4.297, -5.348, 3.311)
C (3.227, -6.417, 3.249)
O (4.646, -2.249, 1.546)
C (6.041, -2.525, 1.763)
C (6.551, -3.372, 0.618)
H (2.915, -0.080, 1.423)
H (1.404, 0.326, 0.594)
H (2.637, -0.670, -0.209)
H (1.089, -1.531, 2.303)
H (0.681, -2.026, 0.657)
H (4.313, -4.862, 4.288)
H (5.281, -5.803, 3.164)
H (2.230, -5.982, 3.318)
H (3.351, -7.141, 4.056)
H (3.277, -6.945, 2.294)
H (6.203, -3.016, 2.724)
H (6.569, -1.570, 1.784)
H (6.041, -4.334, 0.581)
H (7.623, -3.550, 0.716)
H (6.361, -2.877, -0.336)

Computed properties:
Maximum force   8.7 eV Å⁻¹
E_LUMO   -1.332 eV
Total charge   0

Atomic partial charges in e from the Mulliken method, atoms 1 to 99: 0.304, -0.687, 0.523, -0.630, -0.340, -0.269, -1.121, -0.284, -0.861, 1.626, -1.151, -0.511, -0.993, -0.977, -0.952, 1.209, -0.451, 0.930, -0.180, -0.977, -0.465, -0.629, 0.445, -0.520, -0.618, 1.400, -1.506, -0.409, -0.548, -0.361, -0.565, 0.036, -0.841, 0.271, 0.303, 0.351, 0.395, 0.134, 0.320, 0.393, 0.337, 0.080, 0.984, -0.142, 0.788, -0.341, 0.155, 0.674, 0.394, 0.611, 0.456, 0.381, 0.361, 0.285, 0.471, -0.844, 0.468, 0.320, 0.070, 0.516, 0.414, 0.315, 0.171, 0.250, 0.321, 0.218, 0.379, 0.279, 0.128, 0.079, -0.956, -0.315, -0.388, 1.396, -0.753, -0.466, -0.128, -1.303, -0.391, -0.052, -1.330, 0.229, 0.409, 0.246, 0.257, 0.316, 0.246, 0.353, 0.291, 0.395, 0.319, 0.239, 0.386, 0.294, 0.373, 0.340, -0.169, 0.076, -0.272